(1)
Entry from the Open Molecules 2025 dataset: a 8-piece molecular cluster, C17H46ClF3N14O10P overall in a non-equilibrium geometry (wB97M-V/def2-TZVPD).

Summary:
Molecular weight, g mol⁻¹: 730.06
E_LUMO, Eh: 0.052
Highest occupied orbital energy, eV: -4.30
E_tot, Ha: -3295.7691

```
! wB97M-V def2-TZVPD RIJCOSX def2/J DEFGRID3
* xyz -1 1
N -9.7033 5.3255 -1.9621
H 7.6023 -3.9004 5.2188
O -7.7173 4.7772 -1.0119
C 0.8776 1.1025 -1.3711
O 4.3045 2.0947 -5.1242
C -2.3158 1.5073 -0.8722
H -4.0644 -4.1447 3.4870
C 0.0991 -1.3159 -1.1299
N 2.5750 1.1544 4.2784
N 5.1428 -2.1111 4.1976
N 1.6013 -0.3786 -6.5957
F 2.0901 0.8185 -1.8688
O -3.1000 -1.1178 3.5360
H 6.0244 4.3653 -3.7172
H -3.3344 1.9078 -0.8512
C -6.2810 1.1340 0.6870
H 5.4981 -1.8848 3.2881
C 0.2299 -4.8756 1.1536
H -0.6472 -0.5949 1.3162
F 0.9620 2.3260 -0.8292
H -5.3278 -2.7839 2.0089
H -8.6507 4.2150 -3.9952
C 4.5615 -1.0006 -0.1839
O 1.6402 -0.2583 0.2995
H 2.0606 0.9302 3.4397
O 5.4582 -3.1578 6.1976
C 5.8411 -2.8776 5.0727
H 3.3398 -4.0825 0.7095
N 3.6560 0.6240 6.2449
C -0.5827 0.3377 0.7559
H 1.9760 0.1923 -5.8588
H -4.9201 -1.0991 1.8523
H 4.2257 -1.7627 4.4539
N -3.5441 -3.3300 3.7469
N -6.9673 1.6373 -0.3753
P 1.9947 -1.9658 0.5819
C 2.3336 -3.7849 1.0232
H 7.4027 -3.1282 3.6840
N 7.0591 -3.3279 4.6031
N 2.8966 0.7274 -8.1389
H 3.9623 1.5704 6.3575
O 2.5581 -0.9804 5.1027
O 1.0001 -2.3155 -0.7832
H 4.5891 3.2982 -2.2000
N -6.4065 1.8229 1.8565
H -6.9538 2.6577 1.9442
H 0.9385 -1.0956 -6.3717
C -3.7645 -2.0859 3.2057
C -8.4508 4.7767 -1.9868
Cl 0.1383 1.4923 1.9372
H 2.2925 -3.8517 2.1215
H -2.6780 -0.1175 0.5015
H -6.8646 1.1560 -1.2482
H 3.5600 2.0195 -2.7376
H 0.8605 -1.9965 1.5065
H -10.3185 5.3368 -2.7524
N -4.7653 -2.0029 2.2846
H -0.1669 -5.8839 0.9844
N -8.0705 4.2267 -3.1787
O 1.5377 -0.9714 -8.7902
H 3.6551 -2.3958 -1.4288
H 3.2181 0.8422 -9.0799
H -2.1970 0.8804 -1.7544
F 0.0935 1.2136 -2.4727
H -2.7999 -3.4124 4.4131
N 5.6685 3.7686 -4.4381
H -2.3619 1.4123 1.2428
H -0.5086 -4.1486 0.7905
C 3.5451 -1.8069 -0.5156
H -7.5243 2.4736 -0.3395
O 1.4497 -4.7704 0.4736
H 0.2205 -1.1505 -2.2082
C 1.9787 -0.2570 -7.9016
H 0.3479 -4.7327 2.2366
H -7.1500 3.8303 -3.2264
C 0.4366 0.0035 -0.3726
H 3.2717 1.3136 -7.4117
C 4.7125 2.8064 -4.2185
H -10.0044 5.7392 -1.1003
C -2.0321 0.7636 0.4269
H 6.0220 3.8592 -5.3706
C 2.8972 0.1895 5.1826
H 4.6625 -0.6089 0.8294
H 5.3303 -0.7088 -0.8998
N 4.2606 2.7125 -2.9428
H 2.8477 2.1089 4.4112
O -5.5866 0.1301 0.5946
H 3.9168 -0.0656 6.9254
H -5.8941 1.4824 2.6497
H -0.9410 -1.6131 -0.9289
H -1.6491 2.3647 -0.9788
H 2.8197 -1.5740 1.7081
*
```

=====

(2)
Entry from the Open Molecules 2025 dataset: C42H42BrDyN6O6PSTe as an isolated structure in a non-equilibrium geometry (wB97M-V/def2-TZVPD).

Summary:
Molecular weight, g mol⁻¹: 1159.88
E_LUMO (alpha / beta), Eh: -0.068 / -0.068
Highest occupied orbital energy (alpha / beta), eV: -10.21 / -10.21
Energy above the lowest of the compared OMol25 structures with the same formula, charge and spin, eV: 1.2381
E_tot, Ha: -6872.2959

```
! wB97M-V def2-TZVPD RIJCOSX def2/J DEFGRID3
* xyz 1 6
C -0.0192 5.1594 2.1462
C 1.0713 -1.9824 5.5696
H 2.4598 1.4706 3.0507
C 3.4069 -0.4070 -2.1953
H -0.9720 6.1668 -2.4606
C 4.7780 -0.1771 -2.2679
N 0.6548 2.5789 1.3649
Te -2.2173 -1.6901 0.1001
H -6.2010 2.3756 -3.2048
S -2.2597 1.9163 -0.2631
C 5.4226 0.3686 -1.1781
C 1.0742 -1.4369 -4.7503
Dy 0.0830 -0.1294 1.3140
H -2.1908 7.5492 -0.8260
O 2.6158 0.6258 1.2151
C -2.8854 4.4950 0.4401
H -0.2824 6.1613 2.4484
C 2.3889 -1.8263 3.2186
H -0.4217 1.7529 -1.4110
C 3.3843 0.4164 0.0938
H -1.7034 -4.6222 -0.3635
H -1.7773 0.3064 -2.5601
C -0.0565 -6.0190 -0.4750
O -0.5152 -4.4450 1.3152
O 1.3649 -0.3810 -0.8980
H -0.5527 -6.6660 -1.1933
C 2.7148 -0.1219 -1.0172
C 2.0030 -2.9592 5.2738
H 1.1157 -0.9997 -1.6122
H 0.5471 -6.6201 0.2007
H -4.9007 2.8434 -1.1611
C -3.4592 0.5231 -3.8833
P -0.5620 -2.8511 1.3453
H -3.4136 4.0060 1.2461
H -3.4395 6.4802 1.0077
H 0.5266 -2.0055 6.5020
H -0.8888 -0.8368 -5.4007
C -5.2226 1.9368 -3.0763
C 0.9705 -3.4118 -6.6424
C -1.5171 4.3161 -1.5325
H 5.2898 1.1025 0.8189
C -0.2126 0.0880 4.9493
H -3.0368 -4.0289 2.4097
C -2.7343 0.7763 -2.7330
C 2.6903 -2.8705 4.0716
H 2.1929 -3.7654 5.9673
C -2.8919 5.8736 0.3043
Br 7.2785 0.7393 -1.2779
H -1.0301 -4.4223 3.7995
H 5.3041 -0.4237 -3.1750
C -1.5061 5.6961 -1.6491
N 0.0799 1.3360 4.2831
H -1.3996 -2.9899 4.7866
N 1.4241 -0.6208 -3.6988
C 2.7039 -1.0041 -3.3252
O 0.7685 -2.2429 0.9929
C 2.1678 -2.3182 -4.9197
C -2.2016 3.7251 -0.4853
H 4.0529 0.7332 2.7243
N 1.4526 -0.9025 3.4686
C 3.2357 1.3208 2.2959
C 2.1117 -3.3273 -5.8751
H -1.7846 -5.9528 0.8196
H -1.1996 -0.3001 4.6370
C -3.2472 1.6245 -1.7716
C 0.8218 -0.9673 4.6472
C -0.0661 -1.5227 -5.5308
O -1.2956 0.7405 2.5156
C -1.1106 -5.2567 0.3079
C 0.7825 4.9420 1.0359
H -3.3747 -2.5188 3.2580
C -0.0964 -2.5235 -6.4804
C -4.4947 2.2025 -1.9279
C -4.7035 1.1053 -4.0559
C 1.0933 3.6382 0.6912
C -0.4943 1.5278 3.1504
H 3.6087 2.2936 1.9635
H 0.8939 -4.1827 -7.3926
H -0.2338 0.2843 6.0242
H 0.6015 -5.3376 -1.0091
H 2.9355 -4.0108 -5.9957
C -1.4920 -3.4316 3.7898
C -2.9461 -3.5139 3.3632
H -5.2692 0.9027 -4.9528
H 3.4414 -3.5952 3.7996
N -0.8159 1.3287 -0.5715
H -1.0090 3.7090 -2.2671
H 1.7370 3.4323 -0.1567
H 2.9138 -1.7349 2.2746
N 3.1531 -2.0026 -4.0227
C -2.1960 6.4735 -0.7326
H -3.0557 -0.1348 -4.6363
H 0.9514 0.2310 -3.4405
O -0.7091 -2.5848 2.9403
H 1.1703 5.7653 0.4575
C -0.4637 4.0664 2.8711
C -0.1016 2.7969 2.4455
H -1.0691 4.1806 3.7552
C 4.7425 0.6783 -0.0049
H -0.9628 -2.6255 -7.1160
H -3.5196 -4.0617 4.1052
*
```

=====

(3)
Entry from the Open Molecules 2025 dataset: a 8-piece molecular cluster, C34H41F40N3O8 overall in a non-equilibrium geometry (wB97M-V/def2-TZVPD).

Summary:
Molecular weight, g mol⁻¹: 1379.64
E_LUMO, Eh: 0.005
SMILES: FC(F)C(F)(F)COC(F)(F)C(F)F.FC(F)C(F)(F)COC(F)(F)C(F)F.FC(F)C(F)(F)COC(F)(F)C(F)F.FC(F)C(F)(F)COC(F)(F)C(F)F.FC(F)C(F)(F)COC(F)(F)C(F)F.CNC(C)=O.CNC(C)=O.CNC(C)=O
Highest occupied orbital energy, eV: -9.17
E_tot, Ha: -6080.9854

```
! wB97M-V def2-TZVPD RIJCOSX def2/J DEFGRID3
* xyz 0 1
C -22.5396 11.1765 -0.5649
H -26.7332 11.6356 -3.3275
H -16.7822 5.6877 2.1343
H -20.1140 9.0938 6.5908
H -23.8664 16.8981 4.9330
H -20.1665 8.2381 0.9998
O -23.6656 5.7396 2.5578
F -22.6287 13.4006 7.9765
F -19.5576 14.5883 2.2228
F -24.1239 7.3467 10.5254
O -17.4831 7.1949 -0.5646
C -18.6519 13.6477 2.5016
C -19.2346 4.4007 4.8228
O -25.2360 9.7290 8.1719
H -18.1630 13.8611 3.4521
H -24.6188 13.8400 0.2922
H -22.3222 12.7510 5.4568
H -23.7754 5.6842 -0.1484
H -22.7419 9.9359 9.1068
H -15.9656 6.9577 1.3229
F -14.6139 11.7103 5.2537
F -23.6586 11.8609 1.4718
F -20.1361 12.0532 3.5812
H -23.0337 8.7486 3.0456
C -16.7795 10.7480 5.0953
F -15.2956 10.5743 6.9403
C -20.9224 11.9235 7.5317
F -24.5329 9.4848 10.8340
H -18.3424 10.2296 3.1576
F -23.2609 10.0412 -0.6968
C -21.4475 13.3438 7.3239
C -27.1828 11.7376 -2.3398
F -22.6751 14.1996 3.4423
H -19.6177 3.1339 3.1289
F -27.1997 10.5235 -1.7481
C -24.0862 8.5178 9.9862
H -18.8544 4.6139 2.6476
O -25.0690 12.2864 -1.2054
C -22.7237 8.9250 9.5140
H -19.8956 11.7980 7.1881
F -26.5281 5.7656 3.4100
F -23.1870 5.9967 4.7606
C -23.5090 16.3719 4.0479
H -15.9543 12.3788 6.3209
F -22.0371 11.4959 -1.7158
O -17.1921 11.7115 4.0913
F -19.7646 11.8956 1.5077
H -22.0388 9.5174 5.5182
F -22.3979 5.1144 -1.3383
C -16.7171 6.7748 2.0910
H -17.2758 11.0952 2.1613
H -26.1398 11.6766 6.4445
H -21.9425 4.5177 2.9521
H -26.0887 8.2695 9.1967
C -21.7186 13.5784 5.8297
F -22.4061 17.0578 3.7607
F -26.5587 9.0116 6.5263
H -18.6253 7.6007 2.3484
C -23.2201 14.8957 4.4122
O -20.3857 4.7363 5.0980
C -22.3962 9.5656 3.3835
F -24.4876 16.4809 3.1511
F -21.6693 10.9554 6.9595
C -25.5039 6.2511 4.0605
F -24.1873 4.2350 4.1574
F -16.3097 9.6857 4.4307
C -19.5329 8.3520 0.1202
O -20.0217 8.0039 3.6191
H -20.7759 13.5508 5.2832
F -25.6310 7.5983 3.8640
C -18.8747 3.8675 3.4417
F -24.2331 11.6838 6.7643
H -23.7420 13.9420 -1.1391
F -17.6727 13.7232 1.5996
F -20.6765 14.3157 7.8146
C -23.1455 12.3296 0.3007
H -19.1195 4.9472 7.4455
C -22.1088 4.7019 0.9324
F -20.8048 11.6767 8.8668
F -24.4059 14.2889 4.6184
H -17.4770 4.6455 7.4581
F -25.1284 11.1492 4.9237
F -22.3102 6.7863 -0.0414
C -19.1830 12.2038 2.6606
C -25.4080 9.6004 6.7940
N -18.1907 4.6088 5.5684
C -22.6935 5.5542 -0.1744
H -21.6762 9.6645 2.5712
H -22.9374 10.4940 3.5660
H -20.7055 7.3748 6.5238
H -16.3728 7.1952 3.0359
N -21.6675 9.2424 4.6201
F -20.7889 4.4985 0.7283
H -17.9825 6.2553 6.8842
H -17.9001 3.3814 3.3964
F -22.2677 8.2773 8.4909
H -19.0636 7.9066 5.9242
F -27.0399 13.2283 -0.4458
C -20.1190 8.1545 6.0379
F -24.4937 8.7752 6.2670
O -22.5258 14.7515 5.6469
C -18.0031 11.2463 2.9590
H -21.6807 10.8627 0.0283
C -18.2470 7.5553 0.3531
C -20.5937 8.4702 4.6175
F -17.8511 10.3401 5.8433
C -26.3695 12.8061 -1.5231
C -25.2781 11.0308 6.2758
C -18.2212 5.1918 6.8786
C -22.3333 5.3052 2.3077
N -17.9937 7.2882 1.6249
F -26.2593 13.8362 -2.2975
H -17.3031 4.3432 5.1662
C -24.1037 5.5395 3.8957
H -25.8210 6.1462 5.0981
C -25.0837 8.4779 8.8296
H -20.0530 8.0242 -0.7799
H -19.2671 9.4040 0.0166
F -21.8096 8.8942 10.4502
F -22.1112 13.1332 0.6232
C -15.6788 11.3887 5.9576
F -22.6760 3.5119 0.9137
H -24.8966 7.6232 8.1797
H -21.5759 6.0729 2.4657
F -28.4362 12.0984 -2.6168
C -24.1806 13.1991 -0.4729
*
```

=====

(4)
Entry from the Open Molecules 2025 dataset: a 3-piece molecular cluster, C2H11N2O2 overall in a non-equilibrium geometry (wB97M-V/def2-TZVPD).

Summary:
Molecular weight, g mol⁻¹: 95.12
E_LUMO, Eh: -0.105
Highest occupied orbital energy, eV: -12.46
Energy above the lowest of the compared OMol25 structures with the same formula, charge and spin, eV: 1.8833
E_tot, Ha: -342.5192

```
! wB97M-V def2-TZVPD RIJCOSX def2/J DEFGRID3
* xyz 1 1
C -0.8117 -0.5195 -0.4404
H 0.5107 2.5770 -2.9052
N -0.4904 0.8571 0.1626
O 0.7070 2.5944 -1.8365
O 0.2313 -0.0080 2.8706
N 0.0907 -2.6884 -0.8500
H 0.7035 -3.4946 -0.8005
H 1.2941 3.3259 -1.6362
H -0.6954 -2.7392 -1.5434
H 0.8150 -1.4427 0.5911
H -1.5080 -0.3418 -1.3463
H 0.1019 0.9220 1.0292
H -0.4093 -0.4526 3.4504
C -0.0337 -1.5346 -0.1113
H -1.4045 1.2265 0.5069
H 0.9935 0.2820 3.4079
H -0.0947 1.4367 -0.5490
*
```